106
Properties=species:S:1:pos:R:3:forces:R:3:mulliken_charge:R:1 method="wB97M-V/def2-TZVPD" largest_force_ev_per_a=1.6 orbital_gap_ev=8.624 smiles="CC[C@@]1(C)[C@@H](Cc2cccc(C)c2)OS(=O)(=O)[C@H](/C(I)=C(/C)I)[C@@]1(Br)Cc1ccccc1.CCOC(=O)OC.CCOC(=O)OC.CCOC(=O)OC"
C -3.60506 2.95829 3.67684 -0.18 0.40 0.62 -1.977
C -2.76880 4.16634 3.18645 0.71 -0.59 0.04 -0.883
C -2.98167 4.69578 1.73052 -1.11 1.05 0.22 1.945
C -4.14465 3.99955 0.95531 -0.11 -0.27 0.02 -1.827
C -3.59741 6.15474 1.89339 -0.71 -1.05 -0.94 -0.862
C -4.94790 6.14547 2.63641 0.04 0.40 0.20 -1.251
C -6.17361 6.61076 1.85525 -0.45 0.01 0.66 0.544
C -7.33617 6.83226 2.60483 0.13 -0.03 0.26 -0.725
C -8.49757 7.23085 1.98925 -1.22 0.33 -0.10 -0.619
C -8.57673 7.45286 0.61884 0.39 -0.07 -0.34 -0.578
C -7.44126 7.23626 -0.14250 -0.06 0.08 -0.54 0.204
C -7.39867 7.45063 -1.65158 0.56 -0.38 0.39 -1.501
C -6.28058 6.80444 0.49257 0.91 -0.15 -0.42 0.334
O -2.74750 7.09678 2.56468 1.09 -0.37 -0.31 -0.754
S -1.45811 7.50227 1.67879 -0.50 0.93 0.43 1.427
O -0.61455 8.27389 2.52063 0.30 -0.21 0.45 -0.736
O -1.94673 8.11913 0.49312 -0.09 -0.53 -0.45 -0.583
C -0.69279 5.87512 1.49291 -0.24 -1.22 0.13 0.140
C 0.77896 5.82976 1.09690 0.52 0.26 -0.36 -1.297
I 2.04227 4.80302 2.53106 -0.56 0.35 -0.07 -0.043
C 1.46304 6.29909 0.04422 -0.02 -0.24 0.30 0.532
C 2.96208 6.08781 -0.15647 -0.41 0.69 -0.73 -1.417
I 0.55026 7.42382 -1.48378 0.35 -0.04 0.13 0.073
C -1.64141 4.75298 0.87705 -0.17 0.04 0.75 0.849
Br -2.17548 5.09392 -0.98683 0.33 0.23 0.02 0.002
C -0.79011 3.45008 0.89426 -0.49 -0.61 -0.03 -1.344
C -1.47811 2.12280 0.60283 -0.23 0.28 -0.75 -0.335
C -1.91223 1.21152 1.55118 0.33 0.27 0.38 0.133
C -2.48737 0.01463 1.15636 -0.38 -0.75 0.55 -0.937
C -2.65754 -0.33390 -0.16999 0.15 0.26 -0.08 -0.543
C -2.22259 0.57332 -1.13233 -0.18 -0.44 -0.23 -0.904
C -1.65280 1.76547 -0.73704 0.38 0.32 -0.50 -0.086
H -3.96645 2.27164 2.90846 0.25 0.18 0.08 0.370
H -4.47481 3.33546 4.23919 0.10 -0.23 -0.31 0.429
H -3.01479 2.39552 4.41586 -0.18 0.04 -0.29 0.458
H -2.93066 4.98074 3.90837 0.07 -0.12 -0.33 0.398
H -1.70586 3.90490 3.32998 -0.31 0.05 -0.13 0.567
H -4.94882 3.67669 1.62797 0.43 -0.11 -0.06 0.523
H -4.64651 4.69947 0.27770 0.35 -0.13 0.10 0.320
H -3.82440 3.15793 0.33433 -0.03 0.04 0.34 0.233
H -3.78657 6.49907 0.86853 0.32 0.28 0.32 1.278
H -4.84098 6.82249 3.50009 0.00 -0.16 -0.28 0.636
H -5.19987 5.17049 3.07625 0.30 0.18 -0.20 0.246
H -7.35392 6.70020 3.68844 0.20 -0.04 -0.26 0.424
H -9.41317 7.38500 2.56274 0.34 -0.05 0.09 0.340
H -9.48150 7.78218 0.11009 0.03 -0.07 0.37 0.433
H -6.53039 6.88929 -2.02780 -0.29 0.17 -0.10 0.338
H -8.28669 7.05888 -2.15916 0.08 0.33 0.13 0.371
H -7.20906 8.50409 -1.89988 -0.33 -0.23 0.02 0.318
H -5.41856 6.61449 -0.15165 -0.18 0.13 0.16 0.157
H -0.67366 5.55543 2.55115 -0.15 0.39 -0.26 0.616
H 3.27082 6.57178 -1.09197 -0.09 -0.19 0.25 0.425
H 3.19409 5.02086 -0.25139 0.04 0.22 0.31 0.242
H 3.52407 6.58208 0.64576 -0.09 -0.42 -0.04 0.398
H -0.31057 3.35686 1.87788 0.01 0.15 -0.36 0.447
H -0.03191 3.55174 0.10478 0.05 0.20 0.51 0.849
H -1.77019 1.41799 2.61110 -0.03 -0.07 -0.22 0.591
H -2.81965 -0.70676 1.90501 0.16 0.29 -0.02 0.395
H -3.08488 -1.30425 -0.41291 0.05 0.27 -0.12 0.411
H -2.29937 0.35284 -2.19788 -0.03 0.01 0.29 0.436
H -1.29544 2.43100 -1.52435 -0.07 -0.09 0.29 0.380
C 3.61941 -2.67759 -2.80866 0.24 0.19 0.09 -0.985
C 2.18014 -2.26435 -2.58461 0.13 -0.35 -0.37 -0.145
O 2.03660 -1.45641 -1.40725 -0.14 0.06 0.03 -0.380
C 2.44083 -0.19258 -1.52641 0.05 -0.14 0.07 0.721
O 2.89490 0.32019 -2.51662 -0.07 0.04 0.02 -0.567
O 2.26988 0.40889 -0.34602 -0.03 0.01 -0.04 -0.367
C 2.75398 1.75060 -0.30208 0.00 0.25 0.12 -0.664
H 4.01801 -3.17144 -1.92106 -0.10 -0.13 -0.04 0.294
H 3.69363 -3.35949 -3.65640 -0.06 -0.05 0.05 0.224
H 4.25455 -1.81445 -3.00716 -0.10 0.03 -0.08 0.334
H 1.56938 -3.15086 -2.41847 -0.07 0.12 0.23 0.271
H 1.77029 -1.74517 -3.45197 0.08 0.17 0.08 0.311
H 2.32655 2.35120 -1.10507 0.08 -0.09 -0.08 0.314
H 3.84252 1.75894 -0.36004 -0.03 0.04 -0.13 0.508
H 2.44807 2.17181 0.65206 -0.07 -0.18 0.06 0.115
C 4.22409 -9.63724 -3.07455 0.10 0.05 -0.25 -1.133
C 3.05686 -8.82810 -2.54854 0.15 -0.52 0.08 0.218
O 3.06528 -7.49246 -3.07449 -0.15 0.12 0.08 -0.335
C 2.65800 -7.37069 -4.33788 0.19 -0.02 0.07 0.725
O 2.28381 -8.26104 -5.05488 -0.07 0.05 0.02 -0.563
O 2.75735 -6.08238 -4.68015 -0.06 0.01 0.02 -0.251
C 2.44595 -5.81989 -6.04984 -0.05 0.18 -0.24 -0.701
H 5.16510 -9.12017 -2.87938 -0.02 -0.04 0.15 0.268
H 4.25315 -10.61867 -2.60053 0.01 0.05 0.06 0.349
H 4.15181 -9.77888 -4.15251 -0.11 -0.04 0.03 0.402
H 3.14185 -8.73100 -1.46844 -0.02 0.31 -0.06 -0.122
H 2.10256 -9.31354 -2.75590 0.01 0.10 -0.18 0.336
H 1.46562 -6.21234 -6.31347 0.07 -0.12 0.02 0.319
H 3.21329 -6.24538 -6.69555 -0.09 -0.10 -0.01 0.330
H 2.43832 -4.74000 -6.17734 0.07 0.00 0.20 0.198
C 8.18150 -12.58859 2.49116 -0.24 0.08 0.16 -1.099
C 8.23934 -11.98173 1.10452 0.42 -0.21 0.23 -0.183
O 6.93339 -11.62538 0.62779 -0.03 0.07 -0.14 -0.350
C 6.41322 -10.51746 1.15520 -0.01 -0.17 0.04 0.766
O 6.93616 -9.80202 1.96876 -0.01 0.04 -0.07 -0.555
O 5.19454 -10.34566 0.63383 0.00 0.04 -0.06 -0.309
C 4.47682 -9.24110 1.18471 -0.18 0.23 0.08 -0.719
H 7.49162 -13.43392 2.50901 0.10 -0.07 -0.08 0.294
H 9.16991 -12.93003 2.79981 0.00 -0.02 -0.05 0.357
H 7.82477 -11.86578 3.22425 0.09 0.06 -0.04 0.313
H 8.62612 -12.71719 0.40047 -0.23 0.05 -0.14 0.290
H 8.90362 -11.11767 1.07023 -0.16 0.10 0.06 0.313
H 5.05360 -8.32029 1.11676 0.08 -0.07 0.09 0.344
H 4.20918 -9.44603 2.22071 0.12 0.07 0.02 0.335
H 3.56492 -9.12254 0.60623 0.05 -0.21 -0.07 0.168